[1]
This record from the Open Molecules 2025 dataset describes a molecular structure, C38H81BrFIO3PSb in a non-equilibrium geometry. The level of theory is ωB97M-V/def2-TZVPD.

The geometry in ORCA input format:
```
! RIJCOSX wB97M-V def2-TZVPD def2/J DEFGRID3
* xyz 0 1
C 1.84 2.50 0.37
C 2.75 1.51 -0.37
C 3.10 1.85 -1.81
C 1.94 1.81 -2.84
C 1.51 3.19 -3.41
C 0.57 3.91 -2.43
C -0.59 4.66 -3.11
C -1.69 3.72 -3.63
Sb -3.62 3.71 -2.52
F -3.21 1.79 -2.03
C -3.92 5.81 -3.07
C -4.87 6.78 -2.34
C -5.14 6.70 -0.83
C -6.66 6.65 -0.47
C -2.61 4.19 -0.59
C -3.01 3.27 0.56
C -2.78 3.89 1.97
Br -1.11 3.18 2.72
C -4.52 2.92 -4.42
O -4.54 1.49 -4.43
C -5.81 0.96 -4.20
C -5.81 -0.53 -4.45
O -5.02 -1.13 -3.45
C -4.99 -2.53 -3.57
C -4.26 -3.07 -2.34
C -5.58 3.44 -1.49
C -6.84 3.72 -2.22
O -7.09 4.52 -3.00
I -8.56 2.40 -1.66
H 2.07 3.52 0.12
H 0.80 2.26 0.19
H 2.00 2.39 1.45
H 3.70 1.49 0.19
H 2.35 0.49 -0.26
H 3.82 1.09 -2.13
H 3.64 2.80 -1.87
H 2.29 1.20 -3.68
H 1.09 1.27 -2.42
H 2.46 3.71 -3.55
H 1.07 3.00 -4.39
H 1.15 4.61 -1.83
H 0.14 3.16 -1.79
H -0.93 5.42 -2.41
H -0.16 5.22 -3.95
H -1.31 2.71 -3.73
H -1.92 4.04 -4.65
H -4.21 5.80 -4.12
H -2.93 6.26 -3.09
H -5.83 6.81 -2.86
H -4.48 7.79 -2.53
H -4.68 5.90 -0.27
H -4.79 7.62 -0.36
H -6.90 5.67 -0.06
H -6.89 7.35 0.34
H -7.30 6.85 -1.33
H -1.54 4.02 -0.69
H -2.69 5.25 -0.37
H -4.02 2.88 0.54
H -2.35 2.41 0.51
H -2.70 4.96 1.87
H -3.59 3.57 2.62
H -5.50 3.35 -4.63
H -3.89 3.18 -5.27
H -6.06 1.09 -3.14
H -6.59 1.47 -4.79
H -6.85 -0.87 -4.33
H -5.43 -0.70 -5.46
H -4.39 -2.82 -4.44
H -6.00 -2.96 -3.61
H -3.56 -2.33 -1.97
H -4.95 -3.36 -1.54
H -3.69 -3.95 -2.65
H -5.62 2.39 -1.21
H -5.66 3.94 -0.52
C 1.33 -0.57 2.80
C 2.80 -0.75 2.43
C 3.00 -1.72 1.26
C 2.84 -3.21 1.61
P 4.21 -4.05 2.40
C 5.69 -3.67 1.44
C 5.69 -3.85 -0.09
C 5.78 -5.27 -0.65
C 6.89 -6.13 -0.04
C 3.98 -5.82 2.28
C 2.78 -6.54 2.90
C 2.80 -6.79 4.41
C 4.13 -7.28 4.96
C 4.68 -3.45 4.03
C 3.86 -3.61 5.32
C 2.38 -3.23 5.27
C 2.09 -1.89 5.95
H 0.86 -1.52 3.07
H 1.24 0.11 3.64
H 0.78 -0.14 1.96
H 3.37 -1.07 3.31
H 3.21 0.22 2.14
H 4.00 -1.56 0.83
H 2.29 -1.47 0.48
H 2.69 -3.75 0.66
H 1.91 -3.38 2.16
H 6.53 -4.21 1.89
H 5.90 -2.62 1.64
H 6.55 -3.30 -0.47
H 4.81 -3.36 -0.52
H 5.95 -5.20 -1.72
H 4.82 -5.78 -0.55
H 7.87 -5.69 -0.23
H 6.87 -7.13 -0.49
H 6.77 -6.26 1.04
H 4.92 -6.32 2.55
H 3.88 -5.99 1.20
H 2.71 -7.51 2.41
H 1.86 -6.01 2.64
H 2.03 -7.54 4.64
H 2.48 -5.89 4.93
H 4.40 -8.26 4.54
H 4.07 -7.39 6.04
H 4.95 -6.59 4.75
H 4.93 -2.39 3.91
H 5.65 -3.92 4.22
H 4.36 -3.03 6.10
H 3.96 -4.65 5.65
H 1.80 -3.99 5.80
H 2.00 -3.21 4.25
H 2.29 -1.96 7.02
H 1.04 -1.61 5.83
H 2.70 -1.09 5.54
*
```

Output
Electronic energy: -143544.165 eV
LUMO: -0.87 eV
HOMO-LUMO gap: 4.59 eV

Here are the Löwdin charges for atoms 1 to 6, given in e: -0.114 -0.272 -0.210 -0.199 -0.194 -0.232

[2]
This record from the Open Molecules 2025 dataset describes 11 unconnected molecules or ions with the total composition C38H81NO25 in a non-equilibrium geometry. The level of theory is ωB97M-V/def2-TZVPD.

The geometry in ORCA input format:
```
! RIJCOSX wB97M-V def2-TZVPD def2/J DEFGRID3
* xyz 0 1
N -2.42 -1.60 3.34
H -2.15 -2.56 3.23
H -3.36 -1.56 2.97
H -1.94 -0.97 2.71
H -2.36 -1.25 4.29
C -0.54 0.96 -0.54
C -1.55 0.58 0.48
O -1.02 0.00 1.63
H -0.93 1.10 -1.55
H 0.26 0.23 -0.63
H -0.07 1.93 -0.37
H -2.18 -0.17 0.00
H -2.14 1.46 0.72
O 2.06 -4.73 -2.41
C 1.39 -4.06 -3.19
O 0.23 -3.41 -2.88
C -0.17 -3.38 -1.49
C -1.58 -2.77 -1.22
C 1.68 -3.97 -4.70
H 0.57 -2.83 -0.91
H -0.26 -4.44 -1.24
H -1.62 -1.71 -1.47
H -1.95 -2.83 -0.20
H -2.36 -3.32 -1.76
H 1.23 -4.80 -5.25
H 2.76 -3.88 -4.79
H 1.37 -3.02 -5.14
O -2.30 6.42 2.16
C -3.15 6.30 1.27
O -3.02 5.56 0.12
C -1.89 4.75 -0.03
C -1.77 4.31 -1.50
C -4.47 7.05 1.35
H -2.20 3.87 0.54
H -0.93 5.10 0.34
H -1.39 5.15 -2.08
H -2.76 4.12 -1.90
H -1.16 3.42 -1.61
H -4.69 7.17 2.41
H -5.26 6.56 0.78
H -4.33 8.04 0.91
O -3.24 0.03 5.35
C -3.58 1.15 5.65
O -2.96 2.33 5.32
C -1.77 2.26 4.57
C -1.45 3.72 4.22
C -4.87 1.39 6.42
H -1.94 1.80 3.60
H -0.97 1.85 5.18
H -1.30 4.40 5.06
H -2.30 4.22 3.76
H -0.62 3.89 3.53
H -4.83 2.38 6.87
H -5.00 0.74 7.28
H -5.73 1.25 5.76
C 7.51 -3.97 -1.10
C 6.04 -3.97 -0.66
O 5.62 -2.66 -0.38
C 4.33 -2.41 -0.10
O 3.51 -3.22 0.29
O 4.19 -1.11 -0.21
C 2.91 -0.64 -0.06
H 7.75 -4.94 -1.53
H 8.14 -3.73 -0.25
H 7.68 -3.20 -1.86
H 5.87 -4.58 0.22
H 5.43 -4.43 -1.43
H 2.58 -0.72 0.97
H 2.24 -1.15 -0.74
H 3.00 0.42 -0.31
C -0.32 -8.14 4.33
C 0.34 -7.17 3.25
O 0.22 -5.82 3.75
C 0.89 -4.83 3.05
O 1.60 -4.96 2.04
O 0.60 -3.66 3.69
C 0.97 -2.45 3.07
H -1.23 -7.71 4.73
H 0.33 -8.28 5.20
H -0.62 -9.11 3.94
H -0.23 -7.19 2.32
H 1.37 -7.42 2.99
H 0.12 -2.02 2.56
H 1.75 -2.61 2.32
H 1.44 -1.73 3.74
C -0.42 -0.05 -4.19
C 0.88 0.47 -4.84
O 1.34 -0.62 -5.64
C 2.36 -0.58 -6.49
O 3.01 0.40 -6.86
O 2.56 -1.80 -6.79
C 3.63 -2.22 -7.58
H -0.17 -0.74 -3.39
H -1.10 -0.37 -4.98
H -0.86 0.80 -3.67
H 1.68 0.61 -4.11
H 0.71 1.40 -5.37
H 3.72 -1.51 -8.40
H 3.30 -3.20 -7.95
H 4.55 -2.22 -7.00
C 2.40 4.32 -7.92
C 1.34 4.48 -6.83
O 1.95 4.55 -5.59
C 1.32 4.21 -4.47
O 0.09 3.89 -4.36
O 2.21 4.32 -3.47
C 1.75 4.02 -2.16
H 3.06 3.47 -7.74
H 3.06 5.17 -8.04
H 1.85 4.26 -8.87
H 0.73 3.58 -6.87
H 0.68 5.33 -7.00
H 1.26 3.05 -2.23
H 1.03 4.71 -1.72
H 2.55 3.91 -1.42
C -7.84 -2.61 0.91
C -7.69 -2.06 2.34
O -7.32 -0.70 2.29
C -6.04 -0.28 2.35
O -5.03 -0.98 2.55
O -6.07 1.04 2.22
C -4.85 1.75 2.12
H -8.54 -1.92 0.43
H -8.32 -3.58 0.97
H -6.89 -2.71 0.39
H -7.07 -2.69 2.99
H -8.65 -2.17 2.85
H -5.00 2.75 2.54
H -4.32 1.68 1.17
H -4.14 1.33 2.84
C 5.37 0.04 3.64
C 5.41 0.94 2.34
O 4.18 1.63 2.32
C 4.02 2.80 1.67
O 4.89 3.39 1.05
O 2.66 3.23 1.75
C 1.65 2.45 2.34
H 5.77 0.62 4.47
H 6.15 -0.72 3.56
H 4.39 -0.38 3.85
H 5.41 0.26 1.50
H 6.19 1.71 2.37
H 1.73 2.45 3.43
H 1.68 1.44 1.94
H 0.69 2.83 1.99
*
```

Output
Electronic energy: -93394.930 eV
LUMO: 0.23 eV
HOMO-LUMO gap: 7.49 eV

Here are the Löwdin charges for atoms 1 to 6, given in e: 0.292 0.129 0.068 0.029 0.091 -0.113

[3]
This record from the Open Molecules 2025 dataset describes a molecular structure, C38H84F2N9O18P3V in a non-equilibrium geometry. The level of theory is ωB97M-V/def2-TZVPD.

The geometry in ORCA input format:
```
! RIJCOSX wB97M-V def2-TZVPD def2/J DEFGRID3
* xyz 0 4
V 0.04 0.09 -0.11
F 0.16 -1.85 -1.05
F 0.37 1.44 -1.76
C 2.70 -4.16 -3.27
C 2.09 -2.76 -3.75
C 2.86 -1.58 -3.08
O 3.77 -1.17 -4.02
C 3.56 -1.70 -5.18
O 4.12 -1.37 -6.22
O 2.60 -2.64 -5.07
H 3.73 -4.28 -3.59
H 2.19 -5.01 -3.73
H 2.70 -4.25 -2.18
H 1.03 -2.65 -3.55
H 3.34 -2.09 -2.24
H 2.11 -0.83 -2.82
C -1.12 4.16 -3.18
C -0.86 5.68 -3.05
C -1.18 6.36 -1.72
O -0.07 7.23 -1.47
C 0.85 7.05 -2.38
O 1.86 7.76 -2.52
O 0.51 6.01 -3.25
H -2.19 3.97 -3.06
H -0.61 3.64 -2.37
H -0.88 3.68 -4.12
H -1.51 6.15 -3.78
H -1.37 5.55 -1.02
H -2.10 6.94 -1.81
C 0.83 -6.07 1.97
C 0.08 -5.72 0.73
C 0.94 -5.57 -0.53
O 0.52 -6.58 -1.36
C -0.52 -7.24 -0.84
O -1.07 -8.19 -1.36
O -0.73 -6.84 0.43
H 1.50 -6.92 1.89
H 0.22 -6.25 2.85
H 1.56 -5.27 2.07
H -0.56 -4.84 0.77
H 1.99 -5.75 -0.32
H 0.59 -4.69 -1.07
C -1.12 -0.86 -4.52
C -0.75 0.64 -4.74
C 0.69 0.88 -5.09
O 0.78 1.66 -6.21
C -0.37 1.72 -6.75
O -0.64 2.26 -7.79
O -1.30 1.09 -5.95
H -0.64 -1.47 -5.29
H -2.20 -1.03 -4.54
H -0.70 -1.16 -3.56
H -1.09 1.31 -3.95
H 1.20 -0.08 -5.14
H 1.12 1.46 -4.27
C -2.50 -3.94 4.49
C -1.92 -2.47 4.39
C -0.62 -2.20 5.11
O 0.15 -1.43 4.22
C -0.38 -1.53 3.01
O 0.01 -0.94 2.00
O -1.52 -2.32 3.09
H -3.37 -4.05 3.84
H -2.91 -4.26 5.45
H -1.79 -4.69 4.14
H -2.77 -1.80 4.42
H -0.10 -3.07 5.51
H -0.93 -1.62 5.98
O 2.20 0.05 0.71
P 3.59 0.06 1.25
N 4.33 -1.45 1.43
C 5.68 -1.62 1.88
C 3.80 -2.61 0.75
N 3.64 0.75 2.87
C 3.71 2.19 3.00
C 3.50 -0.04 4.09
N 4.70 0.94 0.36
C 6.08 1.35 0.84
C 4.63 0.79 -1.10
H 6.13 -0.77 2.40
H 6.29 -1.96 1.05
H 5.81 -2.31 2.71
H 4.48 -3.47 0.75
H 3.50 -2.38 -0.27
H 2.88 -2.99 1.19
H 4.67 2.46 3.45
H 3.77 2.64 2.01
H 2.94 2.46 3.73
H 4.31 -0.77 4.04
H 3.56 0.56 5.00
H 2.57 -0.60 4.08
H 6.12 1.47 1.92
H 6.82 0.57 0.64
H 6.43 2.24 0.33
H 5.12 1.57 -1.67
H 3.64 0.71 -1.56
H 5.22 -0.10 -1.32
O -0.23 1.70 1.28
P -0.44 3.02 1.92
N -1.76 3.88 1.27
C -2.28 5.16 1.82
C -2.48 3.20 0.17
N 0.88 4.10 1.74
C 1.63 3.99 0.49
C 0.89 5.42 2.38
N -0.89 2.89 3.64
C -2.18 2.31 4.00
C 0.26 2.61 4.52
H -1.75 5.60 2.66
H -3.35 5.28 1.96
H -2.17 5.89 1.01
H -1.83 2.79 -0.60
H -3.15 3.95 -0.24
H -3.16 2.49 0.64
H 1.17 4.45 -0.38
H 2.62 4.44 0.62
H 1.85 2.95 0.25
H 0.42 5.41 3.37
H 1.92 5.75 2.46
H 0.44 6.17 1.74
H -2.48 2.57 5.02
H -2.90 2.77 3.33
H -2.18 1.24 3.78
H 0.78 3.54 4.71
H 0.96 1.97 3.98
H 0.06 2.09 5.46
O -2.16 -0.21 -0.06
P -3.43 -1.01 -0.36
N -4.76 -0.59 0.72
C -4.43 -0.06 1.95
C -6.12 -1.28 0.65
N -3.34 -2.66 -0.52
C -2.94 -3.30 -1.76
C -3.24 -3.49 0.70
N -4.13 -0.44 -1.83
C -5.16 -1.18 -2.61
C -3.88 0.99 -2.29
H -4.78 -0.68 2.78
H -4.78 0.96 2.12
H -3.34 -0.07 2.01
H -6.03 -2.11 1.35
H -6.32 -1.69 -0.34
H -6.88 -0.56 0.94
H -3.22 -4.35 -1.86
H -3.19 -2.70 -2.63
H -1.85 -3.31 -1.67
H -3.59 -4.49 0.43
H -2.21 -3.51 1.04
H -3.79 -3.06 1.53
H -6.12 -0.68 -2.75
H -4.78 -1.43 -3.60
H -5.29 -2.15 -2.13
H -4.51 1.68 -1.72
H -4.03 1.09 -3.36
H -2.89 1.40 -2.11
*
```

Output
⟨S²⟩: 3.753
Electronic energy: -150028.157 eV
LUMO (alpha / beta): -0.14 / -0.14 eV
HOMO-LUMO gap (alpha / beta): 6.33 / 8.67 eV

Here are the Löwdin charges for atoms 1 to 6, given in e: 0.812 -0.559 -0.547 0.000 -0.239 -0.131